1.
This record from OMol25 describes a molecular structure, C10H8BF2N2O2SbSe4Sr. The level of theory is the ωB97M-V functional and the def2-TZVPD basis.

Output
HOMO: -1.43 eV
Net charge: -2
HOMO-LUMO gap: 5.0 eV
ΔE to the lowest compared entry with this formula, charge and spin: 2.732 eV
Energy: -292450.9737 eV

Element x y z (Å)
B1 2.95429 -1.21558 -0.45965
H1 -2.29669 1.22830 -1.16176
C1 1.57375 -4.33515 -2.56564
Se1 2.31320 6.37203 5.10268
C2 -3.11775 0.72580 -3.10468
H2 -3.72075 -0.09223 -4.99949
Sb1 0.93527 4.42674 5.36911
Sr1 -0.23877 -0.72454 0.48575
Se2 -0.11587 4.39990 7.52689
H3 1.76093 -4.35800 -4.70764
C3 -2.24265 0.58765 -2.03676
C4 -1.23989 -1.23099 -3.01798
O1 -2.79366 0.84402 0.85900
C5 -2.08751 -1.17063 -4.12066
C6 -0.22260 -2.30940 -2.89343
Se3 2.68944 -2.09891 1.20134
C7 1.27761 -3.90856 -3.84908
N1 -1.31278 -0.36617 -2.00307
H4 1.20567 -3.96154 -0.47849
O2 -2.52841 -0.58305 0.81985
H5 0.12694 -2.51306 -5.00781
Se4 -1.27972 1.92320 1.20566
F1 3.99825 -1.37100 -1.28555
N2 0.09521 -2.69664 -1.64953
C8 -3.03922 -0.16337 -4.16058
F2 2.05882 -0.31961 -0.99278
H6 -2.02599 -1.90890 -4.90805
C9 0.36341 -2.88499 -4.02151
H7 2.28752 -5.12522 -2.37774
C10 0.96383 -3.69526 -1.49946
H8 -3.85657 1.51482 -3.08004

Results of the natural (NBO) charge analysis, in e, for atoms 1 through 5:
1. B 0.926
2. H 0.272
3. C -0.265
4. Se -0.854
5. C -0.256

2.
This record from OMol25 describes a single C10H8BrNOS molecule at a distorted geometry. The level of theory is the ωB97M-V functional and the def2-TZVPD basis.

Output
HOMO: -8.56 eV
HOMO-LUMO gap: 7.8 eV
Structure (SMILES): CNC(=O)c1cc2cc(Br)ccc2s1
ΔE to the lowest compared entry with this formula, charge and spin: 3.153 eV
Energy: -94909.1328 eV

Element x y z (Å)
C1 -2.66101 1.19960 0.31332
S1 0.59358 -0.13445 -1.08322
N1 2.76139 -1.09642 0.47884
C2 -3.11309 1.22312 -2.03176
C3 -0.86058 0.43285 -1.29209
H1 -3.66899 1.56069 -2.87855
H2 -3.16332 1.23001 1.49165
C4 1.74251 -0.65350 1.12944
H3 3.97174 -2.41782 1.77521
H4 -0.59382 0.18110 2.18658
H5 2.78647 -1.05798 -0.63228
C5 -3.42530 1.45958 -0.77580
C6 0.68319 -0.10135 0.65973
C7 -1.73447 0.63451 -2.48884
O1 1.83637 -0.67101 2.48462
Br1 -5.25023 1.95717 -0.43750
C8 4.03823 -1.69284 1.10999
C9 -1.45101 0.40307 0.25419
H6 4.61771 -1.04205 1.66871
C10 -0.44682 0.13879 1.15689
H7 4.81585 -2.05144 0.31084
H8 -1.47838 0.49836 -3.39998

Results of the natural (NBO) charge analysis, in e, for atoms 1 through 5:
1. C -0.166
2. S 0.482
3. N -0.551
4. C -0.183
5. C -0.288

Q: The lowest HOMO belongs to which entry?
A: C10H8BrNOS

Q: The highest energy belongs to which entry?
A: C10H8BrNOS

Q: What is the energy in the first record?
A: -292450.9737 eV